Below is a 6-piece molecular cluster, C44H102N8O2S3Si overall, with properties calculated with the ωB97M-V functional and the def2-TZVPD basis.

Last column: Löwdin charge in e.
Positions of all 160 atoms, in Å:
H 3.4868 -4.8856 10.6549  0.097
C 1.7893 9.4555 -1.5799  -0.249
H 4.2652 0.0810 -5.6428  0.063
H 0.7467 -3.0199 -5.8714  0.083
H 2.9495 4.2239 -7.3559  0.109
C -0.0462 3.0782 -0.0808  -0.174
H -1.5902 -6.5458 -2.6027  0.069
H 1.4720 10.2006 2.5941  0.073
H -0.7733 -9.5045 -7.7255  0.079
H -1.6498 -3.4500 -3.6557  0.077
H 0.5105 -2.8197 9.5329  0.096
C 4.7080 0.7593 -6.3763  -0.091
C 4.0464 -2.4502 9.1754  -0.087
N -1.4354 -7.5157 -5.9175  -0.192
H 3.4906 -1.6325 11.0718  0.100
H -0.7550 -2.5643 0.3857  0.087
H -1.3834 -2.0915 -6.0638  0.136
N -1.6933 -3.3078 5.9796  -0.184
Si -2.2411 -1.3454 -2.3602  0.581
N -0.8537 -0.2797 -1.9477  0.016
H 2.2751 12.0340 -0.6621  0.097
C -1.5090 -8.9637 -5.7533  -0.272
H -0.1110 2.1523 0.5997  0.136
H 4.0747 11.8295 1.0747  0.064
H 4.2865 -4.7368 12.9760  0.072
H 1.3808 11.4143 1.3209  0.069
H 0.3768 9.9547 1.2467  0.053
H -2.7351 -4.9288 5.1533  0.113
H -2.2271 -3.7234 4.0136  0.080
H 1.3635 2.4298 -3.8260  0.054
H -0.5954 -9.3059 -5.2555  0.118
H -2.3457 -9.2580 -5.1067  0.097
H -3.6824 -2.5715 -0.6976  0.077
H 0.7173 -2.0069 6.3762  0.073
H 0.9625 3.0142 -0.6209  0.128
C 2.9032 -4.3053 11.3811  -0.273
H -4.1398 -8.1130 -5.8715  0.069
C 0.2495 -0.9120 -1.8651  -0.729
C 3.8305 -3.8608 12.5064  -0.093
H -2.2148 -1.2479 5.9053  0.097
H -2.9376 -3.0647 9.1859  0.073
C -1.6133 -9.7338 -7.0646  -0.092
H -0.2185 9.7372 -0.7718  0.052
H -3.0880 -3.6547 1.1105  0.063
H 3.6077 -2.5534 8.1821  0.053
H -1.5978 -10.8084 -6.8633  0.073
H 4.7582 2.8052 -6.9279  0.118
H 1.4645 0.6796 -3.7585  0.032
H -5.2018 0.6147 -4.0734  0.110
H -0.3908 -1.3959 7.6229  0.058
H -2.3083 -5.8284 -6.8008  0.111
H 3.4391 4.4803 -4.8070  0.068
O -0.8772 -0.3606 -4.9917  -0.116
H 2.3307 -1.3343 9.8289  0.114
H 3.3999 9.7097 1.3603  0.101
C 2.4751 4.5985 -5.3063  -0.089
H -2.4463 -7.2815 -7.7221  0.101
H 0.4338 -4.3038 10.4300  0.112
C -0.9856 -1.8078 -5.0240  -0.413
H -4.5798 -3.5508 4.0921  0.065
H -4.6403 -6.8713 -7.0162  0.073
H 2.2707 8.5143 0.8361  0.108
H 4.4995 0.3756 -7.3784  0.079
H -3.0839 -2.3139 2.1313  0.060
H -0.1206 9.8025 -2.5207  0.072
H -4.1795 -6.4071 -5.3890  0.052
C -3.1823 1.7442 -4.0371  -0.483
C -1.3566 -1.9104 5.7322  -0.266
H 1.6801 4.3752 -4.5936  0.035
H -3.0704 2.0348 -5.1426  0.087
C -2.5057 -6.9011 -6.6967  -0.249
H -4.7173 -0.8048 -2.0305  0.083
H -2.5443 -9.5187 -7.5946  0.064
H -2.1215 -4.7514 7.4375  0.118
H 4.4698 2.5451 -5.2141  0.097
C 4.2001 2.1877 -6.2162  -0.271
N 2.7486 9.9620 -0.6007  -0.193
H -2.9365 -6.2340 -3.6820  0.050
C -3.9399 -7.0923 -6.2033  -0.087
C -1.8235 -2.1643 0.4700  -0.301
C -4.0586 -3.2439 5.0048  -0.096
C -2.6524 -3.8450 5.0159  -0.251
H -4.6582 -3.6015 5.8426  0.053
C 0.5003 -2.4650 -4.9075  -0.068
O -0.2022 4.2779 0.7191  -0.170
H 1.9427 -3.8111 7.8317  0.051
H 1.3491 5.1680 -0.3970  0.124
H 5.7908 0.7341 -6.2262  0.073
C -3.0631 -2.9398 8.1047  -0.081
H 1.3242 3.7906 -6.9289  0.112
H -3.6464 0.6701 -1.7071  0.062
H -1.1058 2.2591 -1.9191  0.090
H -1.8437 -1.0335 0.6401  0.111
H -2.2550 -3.6607 -1.2163  0.084
H -3.7703 -0.3535 -4.6686  0.092
S -3.8267 3.1800 -3.0237  0.795
N 2.1768 -3.2132 10.7423  -0.191
H -2.1218 1.5263 -3.6501  0.051
C 0.2313 5.3549 -0.1683  -0.164
H 2.0810 0.4405 -6.0042  0.096
H -1.0840 -1.7981 4.6773  0.116
H -4.0422 -3.3502 7.8541  0.054
H 2.1775 -4.9971 11.8218  0.117
H -0.5247 -0.0656 -5.8606  0.096
N 2.7741 2.3454 -6.4811  -0.188
H -3.0710 -1.8672 7.9008  0.069
H 4.5598 12.8555 -0.2693  0.073
H -3.0229 -2.5585 -4.4724  0.093
H -2.1987 2.6583 -0.4833  0.126
H 0.5460 -3.2280 -4.0622  0.050
H 3.2820 -3.3143 13.2781  0.079
H 2.2283 9.5765 -2.5771  0.110
H 4.6449 -3.2296 12.1427  0.063
C -0.5818 5.3721 -1.5827  -0.187
H 5.1831 11.2050 -0.1642  0.079
H -1.0450 6.4241 -1.6689  0.128
C 1.5346 -4.4632 8.6046  -0.086
H 0.2101 5.2316 -2.4039  0.097
H -0.1272 -7.2128 -4.3311  0.111
C 1.1181 -3.6757 9.8473  -0.251
H -4.0481 -2.1518 5.0212  0.065
C -2.3164 4.2910 -2.9351  -1.001
H 2.2648 -5.2439 8.8276  0.069
C 1.8779 1.4797 -5.7205  -0.248
H 0.6574 -4.9530 8.1714  0.063
C -1.2980 3.0380 -1.0982  -0.158
H 4.7743 -1.6337 9.1141  0.073
C -1.9404 -3.6729 7.3705  -0.249
C 2.3575 3.7438 -6.5680  -0.244
H 0.8461 1.6475 -6.0502  0.106
H 0.0556 -0.3716 6.2639  0.074
H -1.0140 -3.5256 7.9345  0.065
C 2.4764 9.5892 0.7839  -0.249
H 2.9471 1.6305 -3.8089  0.076
N -1.6889 4.3822 -1.6254  -0.177
N -2.4934 -2.9434 1.5739  -0.038
H -0.8863 -5.7627 -4.9093  0.098
C 3.1200 11.3540 -0.8312  -0.273
C -2.0180 -2.3969 -3.9469  -0.186
C -2.0783 -6.8878 -3.5212  -0.091
C 1.3620 10.3398 1.5131  -0.087
H 4.6002 -3.3615 9.4094  0.068
H -2.4385 -7.9021 -3.3384  0.068
H 2.3732 5.6558 -5.5699  0.074
H 3.4076 11.4698 -1.8817  0.118
S -1.8059 5.0343 -4.3398  0.629
H 1.2029 -1.5995 -4.6690  0.056
S 1.6038 -1.8580 -1.5924  0.655
H 0.4330 11.1797 -1.5735  0.067
C -1.0867 -6.8162 -4.6831  -0.249
C -2.5579 -2.5897 -0.9162  -0.244
C 1.9276 1.5716 -4.1954  -0.070
H 1.6767 8.3727 -1.4537  0.103
C 0.3977 10.0888 -1.6001  -0.090
C -4.0920 0.4155 -3.8733  -0.279
C -0.1759 -1.4010 6.5513  -0.086
H 0.1351 6.3480 0.4002  0.125
C -3.8157 -0.2169 -2.4217  -0.255
C 4.3020 11.8291 0.0060  -0.093
C 2.9882 -2.1151 10.2265  -0.247

## Properties
SMILES ... C[C@H](O)C[Si@](CCN)(CCCSC(=S)N1CCOCC1)N=C=S.CCN(CC)CC.CCN(CC)CC.CCN(CC)CC.CCN(CC)CC.CCN(CC)CC
Calculated total energy ... -3810.07161 a.u.
Kohn-Sham gap ... 7.87 eV